This record from OMol25 describes C66H76Br2CsN3O5P2S as an isolated structure at a distorted geometry. The level of theory is ωB97M-V/def2-TZVPD.

Geometry as XYZ:
```
156
Properties=species:S:1:pos:R:3:mulliken_charge:R:1
Cs 0.0264 -0.3612 -0.3763 0.6513
C 4.7208 0.7370 -2.4380 -0.6475
C 4.1399 0.0293 -3.4757 -0.9633
C 3.5457 -1.1835 -3.1821 -0.3436
C 3.4039 -1.6059 -1.8637 -0.1270
C 3.8854 -0.8632 -0.7706 1.3877
C 4.6423 0.2580 -1.1354 -0.8490
C 2.9426 -2.9979 -1.6802 -0.2275
C 3.6920 -3.9822 -2.3715 -0.5478
C 3.2832 -5.2857 -2.3600 -1.4832
C 2.1818 -5.6432 -1.5593 1.2000
C 1.6751 -6.9541 -1.4732 -0.8027
C 0.6452 -7.2457 -0.6200 -0.8327
C 0.1034 -6.2416 0.1961 -0.6185
C 0.5397 -4.9466 0.0974 0.3703
C 1.5671 -4.6042 -0.8040 -0.8507
N 1.9189 -3.3104 -0.9286 0.7685
H 5.2456 1.6659 -2.6439 0.3884
H 4.2090 0.3815 -4.4991 0.3745
H 3.1819 -1.8181 -3.9839 0.4793
H 5.2297 0.7784 -0.3798 0.2826
H 4.5602 -3.6713 -2.9332 0.6074
H 3.7886 -6.0415 -2.9478 0.3660
H 2.1261 -7.7306 -2.0794 0.3804
H 0.2599 -8.2565 -0.5517 0.3660
H -0.6649 -6.5026 0.9130 0.4370
H 0.1370 -4.1631 0.7199 0.5279
C 1.4421 3.3705 -2.1280 -0.0525
C 0.3585 2.9497 -3.0706 0.2079
C -0.1381 3.8315 -4.0475 -0.8363
C -1.1236 3.4048 -4.8936 -1.3420
C -1.6189 2.0912 -4.7909 1.2462
C -2.5961 1.5320 -5.6253 0.1382
Br -3.3110 2.5415 -7.0968 -0.3230
C -3.0282 0.2365 -5.4669 -0.5348
C -2.5144 -0.5181 -4.4350 0.0196
Br -3.1285 -2.3103 -4.2146 -0.2575
C -1.5458 -0.0801 -3.5014 0.4694
O -1.1191 -0.7879 -2.5675 -0.3561
C -1.0775 1.2834 -3.7474 -1.3574
N -0.1133 1.7320 -2.9437 0.7968
H 1.6421 4.4365 -2.2113 0.3547
H 2.3561 2.8156 -2.3419 0.2786
H 1.1530 3.1595 -1.1004 -0.5262
H 0.2511 4.8377 -4.1217 0.4836
H -1.5342 4.0722 -5.6403 0.3029
H -3.7633 -0.1843 -6.1387 0.4476
O 1.0411 3.4257 1.2168 -0.0918
S 1.0247 3.8005 2.6239 0.4048
C 2.7919 4.4049 3.0049 -1.2292
C 3.4397 5.1585 1.9086 0.4466
C 3.7044 4.5453 0.6856 0.6352
C 4.3338 5.2432 -0.3269 -0.9206
C 4.7238 6.5586 -0.1351 -0.6001
C 4.4654 7.1762 1.0773 -0.5359
C 3.8181 6.4853 2.0836 -0.5879
C 0.1858 5.4865 2.6850 -1.1412
C -0.0295 5.9240 1.2900 0.2152
C -0.9035 5.2087 0.4772 0.4747
C -1.0289 5.5352 -0.8609 -0.6361
C -0.2929 6.5798 -1.3975 -0.6530
C 0.5736 7.2980 -0.5903 -0.6939
C 0.7111 6.9637 0.7448 -0.7116
H 3.3310 3.4785 3.1925 0.3162
H 2.7360 4.9755 3.9305 0.6506
H 3.4241 3.5175 0.5283 0.1360
H 4.5291 4.7492 -1.2689 0.4958
H 5.2379 7.0990 -0.9186 0.3965
H 4.7709 8.2005 1.2437 0.3545
H 3.6285 6.9670 3.0334 0.3696
H 0.8095 6.1743 3.2484 0.7323
H -0.7436 5.2879 3.2179 0.2449
H -1.4833 4.3996 0.8963 0.2806
H -1.7044 4.9710 -1.4862 0.5895
H -0.3802 6.8341 -2.4470 0.4252
H 1.1436 8.1194 -1.0069 0.3454
H 1.4006 7.5099 1.3734 0.4843
C 6.0125 -3.3480 2.2563 -1.5927
C 4.8392 -3.0728 1.3240 0.2551
O 4.2156 -1.9031 1.7640 -0.1689
P 2.7718 -1.5025 1.0231 -0.3131
O 1.7584 -2.2254 2.3060 -0.2355
C 1.9849 -2.1117 3.6784 -0.4707
C 0.9576 -1.2295 4.3833 -0.4425
O 2.5757 -0.0615 1.7621 -0.0272
C 3.2770 1.1362 1.5849 1.3843
C 4.5082 1.2045 2.4839 -1.8993
H 6.5374 -4.2541 1.9637 0.3956
H 5.6363 -3.4543 3.2715 0.3171
H 6.7002 -2.5046 2.2314 0.3145
H 4.1234 -3.9066 1.3365 0.2543
H 5.1836 -2.9415 0.2861 0.0804
H 2.9924 -1.7168 3.8660 0.2763
H 1.9416 -3.1255 4.1078 0.4559
H 1.0933 -0.1898 4.1027 -0.0352
H 1.0555 -1.3297 5.4644 0.4748
H -0.0388 -1.5349 4.0833 -0.2267
H 2.5698 1.9222 1.8505 -0.3117
H 3.5566 1.2618 0.5401 -0.6727
H 4.2023 1.2454 3.5274 0.3297
H 5.1175 2.0746 2.2450 0.4285
H 5.0932 0.3040 2.3383 0.4060
C -3.5434 -4.6970 3.4848 -1.9200
C -2.3514 -4.1339 2.7149 1.1059
C -1.1252 -4.1527 3.6234 -1.5619
P -2.4599 -2.4327 1.8874 0.9358
C -3.6972 -1.3819 2.8449 2.2800
C -3.0444 -0.9444 4.1563 -1.3573
C -5.1303 -1.8456 3.0862 -1.8491
C -3.3413 -2.9022 0.2920 1.2375
C -4.3394 -4.0597 0.2704 -1.7851
C -3.9629 -1.6523 -0.3236 -1.1563
H -3.3223 -5.7263 3.7787 0.4814
H -4.4527 -4.7018 2.8920 0.3249
H -3.7154 -4.1252 4.3951 0.3198
H -2.1394 -4.7922 1.8628 -0.0952
H -1.2994 -3.5418 4.5050 0.3517
H -0.2525 -3.7616 3.1098 0.0332
H -0.9108 -5.1684 3.9590 0.4947
H -3.7392 -0.4885 2.2081 -1.6019
H -2.9710 -1.7693 4.8647 0.2582
H -3.6231 -0.1482 4.6238 0.5653
H -2.0474 -0.5522 3.9691 -0.0078
H -5.1851 -2.6494 3.8126 0.2784
H -5.6081 -2.1746 2.1699 0.3481
H -5.7093 -1.0092 3.4776 0.5057
H -2.4964 -3.1995 -0.3466 0.1631
H -5.2016 -3.8680 0.9029 0.2100
H -3.8839 -4.9995 0.5745 0.3753
H -4.7050 -4.1774 -0.7494 0.4830
H -4.8720 -1.3652 0.2022 0.1611
H -4.2149 -1.8278 -1.3696 0.4129
H -3.2717 -0.8118 -0.2781 -0.0156
C -5.8789 1.5733 -1.6797 -0.9637
C -6.1127 1.5094 -0.3139 -0.8245
C -5.0906 1.7034 0.5887 0.1387
C -3.7677 1.9512 0.1578 -1.2692
C -3.5588 2.0214 -1.2362 0.2066
C -4.5879 1.8303 -2.1271 -0.4484
N -2.6988 1.9849 0.9778 0.6462
C -2.6412 2.5850 2.1567 -0.8483
C -3.4849 3.6622 2.5620 0.0979
C -3.2833 4.3194 3.7501 -0.6974
C -2.2506 3.9568 4.6128 -1.0847
C -1.4090 2.9113 4.2394 -0.6100
C -1.5821 2.2511 3.0463 -0.2552
H -6.6880 1.4189 -2.3835 0.3651
H -7.1177 1.3097 0.0498 0.3253
H -5.2902 1.6318 1.6516 0.4055
H -2.5557 2.2198 -1.5886 0.8453
H -4.3939 1.8908 -3.1923 0.4196
H -4.2741 3.9842 1.8910 0.4856
H -3.9447 5.1372 4.0251 0.3221
H -2.1105 4.4740 5.5553 0.3175
H -0.5987 2.6147 4.8989 0.3985
H -0.9126 1.4515 2.7536 1.4252
```

Summary:
Energy relative to the best compared isomer or geometry (same formula, charge and spin) ... 38.9 kcal per mole
Net charge ... -2